Computed, not measured: 10 unconnected molecules or ions with the total composition BH22O9, with the ωB97M-V functional and the def2-TZVPD basis.

Each line ends with the Löwdin charge.
Cartesian coordinates (Å):
1 B 16.98166 -29.47042 -12.84153  -0.36
2 H 17.59966 -30.12979 -12.25201  -0.05
3 H 17.62634 -28.85460 -13.44932  -0.01
4 H 16.24668 -29.99630 -13.43103  -0.02
5 H 16.46891 -28.86540 -12.10990  0.00
6 O 19.62185 -31.24453 -12.63218  -0.05
7 H 19.45239 -31.88198 -13.32585  0.05
8 H 18.93655 -30.58497 -12.73972  -0.02
9 O 21.09331 -29.34729 -11.68929  -0.07
10 H 21.77885 -29.33778 -12.35726  0.02
11 H 20.53816 -30.09035 -11.92573  -0.05
12 O 14.95494 -30.69523 -16.49954  -0.08
13 H 14.75227 -29.95384 -15.92903  -0.02
14 H 15.72538 -31.10064 -16.10166  -0.03
15 O 14.63511 -28.59485 -14.52030  -0.07
16 H 15.23300 -28.98459 -13.88243  -0.04
17 H 14.00495 -28.10595 -13.99105  0.03
18 O 14.79119 -26.29167 -12.91857  -0.05
19 H 15.07678 -25.87868 -13.73350  0.03
20 H 15.51254 -26.14123 -12.30764  0.04
21 O 18.46934 -28.40188 -10.10852  -0.05
22 H 18.97713 -27.60082 -10.23767  0.03
23 H 18.16953 -28.64003 -10.98581  -0.03
24 O 16.78442 -31.20167 -10.07446  -0.05
25 H 16.63867 -30.74557 -10.90329  -0.02
26 H 16.33042 -32.03801 -10.17769  0.02
27 O 17.29009 -31.42509 -15.21998  -0.05
28 H 18.15673 -31.25364 -15.58843  0.05
29 H 17.11838 -30.67459 -14.65120  -0.02
30 O 17.47840 -26.80403 -14.56109  -0.07
31 H 16.75726 -26.72050 -15.18496  0.02
32 H 17.26220 -27.58208 -14.04715  -0.05

Force components x, y, z for each atom (eV/Å):
B 0.11 0.19 0.14
H 1.94 -2.56 1.86
H 2.46 1.89 -2.19
H -2.45 -2.33 -1.96
H -2.08 2.49 2.56
O 0.59 -0.93 -0.27
H -0.05 -0.19 -0.07
H -0.87 0.37 -0.01
O 0.69 1.05 0.53
H 0.06 -0.02 -0.15
H 0.00 -0.51 -0.09
O -0.53 -0.19 -0.71
H -0.22 0.44 0.35
H 0.43 -0.22 0.07
O -0.68 0.18 -0.99
H 0.43 -0.18 0.49
H -0.02 0.22 0.16
O -0.60 0.28 0.23
H 0.23 -0.02 -0.17
H 0.28 -0.15 0.13
O -0.05 0.19 0.58
H 0.24 0.06 -0.10
H -0.21 -0.18 -0.35
O -0.09 -0.28 0.63
H 0.08 0.34 -0.40
H -0.07 -0.19 -0.04
O 0.42 -0.84 -0.38
H 0.15 0.08 -0.25
H -0.16 0.54 0.72
O 0.23 1.15 -0.46
H -0.16 -0.16 -0.20
H -0.10 -0.54 0.36

Output
orbital gap = 0.3760 hartree
charge = -1
multiplicity = 1
E_tot = -19461.207 eV

---

Computed, not measured: 11 unconnected molecules or ions with the total composition BH24O10, with the ωB97M-V functional and the def2-TZVPD basis.

Each line ends with the Löwdin charge.
Cartesian coordinates (Å):
1 B -34.85941 8.34974 9.33535  -0.35
2 H -35.34829 7.61131 8.51374  -0.04
3 H -34.89355 9.47131 8.85356  -0.04
4 H -35.51001 8.39485 10.35501  -0.04
5 H -33.69697 7.99580 9.56250  -0.02
6 O -34.00894 8.94552 6.08034  -0.04
7 H -34.30801 8.99196 6.96663  -0.04
8 H -34.71441 8.47771 5.61411  0.07
9 O -31.62188 8.94081 7.84478  -0.07
10 H -32.43568 8.58954 8.16936  -0.05
11 H -31.01042 9.08512 8.59605  0.04
12 O -36.18026 5.63642 6.73253  -0.07
13 H -36.15419 4.75211 7.10932  0.03
14 H -35.78730 6.19385 7.41823  -0.03
15 O -31.76746 8.65363 11.69565  -0.06
16 H -31.23895 8.98692 12.41807  0.07
17 H -32.13278 9.45078 11.27740  0.03
18 O -30.58679 7.01121 9.86336  -0.08
19 H -31.11181 6.19115 9.95908  0.03
20 H -31.14875 7.66865 10.30456  -0.02
21 O -34.58769 12.17996 7.44356  -0.08
22 H -34.85623 11.89693 6.53629  0.05
23 H -34.92485 11.51208 8.02569  -0.02
24 O -32.87999 6.62051 6.66784  -0.09
25 H -33.44787 7.39138 6.75345  -0.05
26 H -33.19944 6.01866 7.35346  -0.05
27 O -34.08438 7.46542 12.65157  -0.09
28 H -34.82818 7.85815 12.19511  -0.02
29 H -33.33458 7.82400 12.18495  -0.04
30 O -33.60529 5.05061 8.58200  -0.04
31 H -32.84872 4.74907 9.07279  0.05
32 H -33.98322 5.70332 9.19689  0.05
33 O -32.76283 11.00434 10.39003  -0.03
34 H -33.55350 10.59137 10.13877  -0.02
35 H -32.87249 11.95319 10.57638  0.07

Force components x, y, z for each atom (eV/Å):
B 0.35 0.11 0.17
H -0.21 -0.30 -0.13
H 0.20 0.35 -0.15
H -0.16 -0.14 0.16
H -0.17 0.11 0.03
O -0.10 0.31 -1.88
H -0.71 0.42 1.77
H 0.12 0.02 0.05
O 1.79 1.24 -0.14
H -0.56 -0.52 0.71
H -0.91 -0.37 -0.63
O -0.24 -0.05 0.04
H 0.12 0.02 -0.03
H 0.01 0.09 -0.06
O -0.17 0.23 -0.19
H 0.25 -0.01 0.28
H -0.06 0.30 -0.13
O -0.38 -0.95 0.21
H 0.53 0.73 -0.23
H 0.22 -0.14 0.16
O -0.18 0.62 -1.56
H 0.44 0.13 1.22
H -0.23 -0.82 0.38
O 0.05 -0.39 -0.22
H 0.40 0.04 -0.44
H 0.25 -0.03 -0.33
O -0.56 -0.43 0.73
H -0.32 -0.01 -0.31
H 0.71 0.20 -0.27
O -0.86 -0.25 1.05
H 0.64 -0.41 0.09
H -0.16 0.17 -0.28
O 2.44 1.25 1.10
H -2.19 -0.66 -0.87
H -0.36 -0.85 -0.30

Output
orbital gap = 0.3339 hartree
charge = -1
multiplicity = 1
E_tot = -21541.973 eV

---

Computed, not measured: a molecular structure, BH30O13, with the ωB97M-V functional and the def2-TZVPD basis.

Each line ends with the Löwdin charge.
Cartesian coordinates (Å):
1 B 0.27867 -0.47458 -0.27664  -0.39
2 H 1.32272 -0.69407 -0.31860  -0.11
3 H -0.39167 -1.41168 -0.85459  0.02
4 H -0.12108 -0.41482 0.82839  -0.05
5 H 0.20411 0.64261 -0.63691  -0.04
6 O 1.39272 2.60855 0.94198  -0.01
7 H 0.74876 2.13177 0.57283  -0.08
8 H 1.42466 2.13252 1.73829  -0.14
9 O -1.78591 2.55879 2.44403  -0.13
10 H -2.50527 2.17261 3.00505  0.05
11 H -0.94595 1.95720 2.24697  0.07
12 O 3.86056 0.78212 0.03156  0.08
13 H 3.81741 -0.03399 -0.10561  -0.08
14 H 3.28423 0.86990 0.72844  0.00
15 O 2.61438 1.75378 -2.34567  -0.08
16 H 2.61654 2.76181 -2.34934  0.08
17 H 2.92032 1.34658 -1.55661  -0.05
18 O 1.25732 1.11201 2.47954  0.09
19 H 0.89304 0.42973 1.98901  0.00
20 H 1.05640 0.84467 3.27870  0.02
21 O -1.76130 -2.71253 -3.36672  -0.03
22 H -2.12394 -1.92855 -3.47185  -0.07
23 H -0.76455 -2.74212 -3.51305  0.08
24 O -0.61102 3.83439 -0.85283  0.01
25 H -0.92586 4.10961 -0.10313  -0.07
26 H 0.23851 3.51768 -0.52549  0.01
27 O -0.73015 -3.68047 0.84656  -0.07
28 H -0.12826 -2.98629 0.61361  -0.01
29 H -0.43906 -4.04377 1.73796  0.08
30 O -3.11805 -2.09946 0.60280  -0.14
31 H -2.29933 -2.60098 0.53744  -0.04
32 H -3.03011 -1.05726 0.75853  0.08
33 O 2.51820 -3.61986 -1.51159  -0.12
34 H 2.16725 -2.75873 -1.67899  -0.02
35 H 3.28038 -3.60813 -0.74600  0.12
36 O -0.36080 0.55820 -3.66215  -0.08
37 H -0.30212 0.48141 -2.66616  0.02
38 H 0.34999 0.02205 -3.95691  0.00
39 O -3.11410 1.09556 -0.14531  -0.09
40 H -3.69000 1.22434 -0.95248  0.08
41 H -2.17085 0.91287 -0.15331  0.00
42 O -1.71186 -0.74571 3.24360  -0.03
43 H -1.97643 -1.66778 3.11865  0.04
44 H -1.23850 -0.57995 4.00603  -0.02

Force components x, y, z for each atom (eV/Å):
B -4.03 -0.61 -0.49
H 4.69 -1.19 0.00
H 0.46 1.14 0.23
H -0.37 -0.25 1.44
H -0.59 0.86 -0.98
O 3.66 5.81 -1.80
H -4.00 -2.87 -3.27
H 0.87 0.75 1.62
O 1.78 -1.00 -0.08
H 1.61 -0.35 -1.02
H -3.34 1.40 1.09
O 2.55 9.80 -0.19
H -0.20 -11.08 -2.40
H -2.37 1.21 2.60
O -0.75 2.23 -2.48
H 0.17 -2.45 0.75
H 0.54 0.34 1.62
O 2.07 0.12 -0.78
H -1.33 -2.61 -2.94
H -1.27 -1.56 6.95
O 4.29 -6.96 0.44
H -1.87 6.17 -0.79
H -2.42 0.78 0.36
O 3.19 -2.36 -6.14
H -3.61 2.66 6.66
H 0.40 -0.13 -0.57
O -0.15 -1.71 2.05
H 0.72 0.91 -0.30
H -0.48 0.88 -1.86
O -1.19 3.04 0.83
H 0.54 0.70 0.06
H 0.44 -3.63 -0.82
O 3.25 -1.74 2.70
H -0.09 1.23 0.46
H -3.24 0.59 -3.09
O -1.13 0.41 1.78
H -0.02 0.21 -1.30
H 1.12 -0.63 -0.40
O -2.29 0.23 0.39
H 2.39 -0.53 1.07
H 0.03 0.14 -1.41
O -1.66 -0.02 -2.79
H 0.29 0.27 0.26
H 1.31 -0.18 2.54

Output
orbital gap = 0.3167 hartree
charge = -1
multiplicity = 1
E_tot = -27777.002 eV

---

Computed, not measured: a single BH3O3 molecule, with the ωB97M-V functional and the def2-TZVPD basis.

Each line ends with the Löwdin charge.
Cartesian coordinates (Å):
1 O -0.85877 -1.02810 0.25219  0.15
2 B 0.02350 0.03733 0.02053  -0.76
3 O 1.14824 0.18375 0.80159  0.17
4 O -0.24235 0.92441 -1.05736  0.13
5 H -0.71176 -1.72717 0.89206  0.10
6 H 1.74908 0.89093 0.55325  0.10
7 H -1.10794 0.71886 -1.46226  0.11

Force components x, y, z for each atom (eV/Å):
O 0.17 1.09 -0.72
B -0.38 -0.29 -0.54
O -0.42 -0.15 -0.24
O -0.38 -1.23 1.23
H 0.48 0.41 0.11
H -0.18 0.06 -0.13
H 0.70 0.10 0.29

Output
orbital gap = 0.4469 hartree
multiplicity = 1
E_tot = -6871.661 eV

---

| no. | maximum force (eV/A) |
| --- | --- |
| 1 | 4.132 |
| 2 | 2.952 |
| 3 | 11.339 |
| 4 | 1.781 |